{
  "formula": "C35H37BrKN4O3PS3",
  "method": "wB97M-V/def2-TZVPD",
  "elements": ["K", "C", "C", "N", "N", "C", "S", "S", "C", "C", "C", "C", "C", "C", "C", "C", "C", "C", "C", "C", "C", "O", "H", "H", "H", "H", "H", "H", "H", "H", "H", "H", "H", "H", "H", "H", "S", "C", "N", "C", "C", "C", "C", "C", "C", "H", "H", "H", "H", "H", "C", "C", "P", "C", "C", "C", "C", "H", "H", "H", "H", "H", "H", "H", "H", "H", "H", "H", "H", "H", "H", "H", "Br", "C", "C", "N", "C", "C", "C", "C", "O", "O", "H", "H", "H"],
  "positions_angstrom": [[0.360580, 0.473431, -0.196170], [-4.209291, -0.664402, 1.416676], [-3.114115, -0.231789, 0.466586], [-2.060156, -0.936627, 0.302821], [-2.100671, -2.189134, 0.909798], [-1.026004, -2.790947, 1.303405], [0.580317, -2.327317, 1.611996], [-1.304810, -4.573404, 1.730455], [-2.613663, -5.104177, 0.587870], [-2.094605, -5.829681, -0.632692], [-2.769298, -6.938410, -1.136685], [-2.297812, -7.624606, -2.253854], [-1.135067, -7.205161, -2.885954], [-0.466110, -6.081944, -2.404947], [-0.941133, -5.401494, -1.293305], [-3.334805, 0.995828, -0.363091], [-4.556929, 1.106686, -1.027054], [-4.870664, 2.174053, -1.860730], [-3.907804, 3.173756, -2.037980], [-2.693272, 3.105472, -1.385340], [-2.347393, 2.035733, -0.494864], [-1.246060, 2.046869, 0.149477], [-3.771945, -1.122991, 2.304520], [-4.846846, -1.422477, 0.945228], [-4.828034, 0.186999, 1.699848], [-3.098015, -4.159464, 0.327264], [-3.323502, -5.722239, 1.135422], [-3.680358, -7.273063, -0.647269], [-2.839696, -8.488299, -2.626767], [-0.748006, -7.755835, -3.736940], [0.434301, -5.733644, -2.900352], [-0.403033, -4.534104, -0.919957], [-5.282181, 0.305196, -0.913211], [-5.827876, 2.221476, -2.366917], [-4.114462, 4.010331, -2.699552], [-1.940157, 3.875802, -1.530501], [1.118931, -1.451580, -5.054943], [1.030883, -0.529345, -3.561791], [0.041163, -0.823590, -2.793834], [-0.759422, -1.819571, -3.356119], [-1.936355, -2.313325, -2.790397], [-2.657119, -3.264334, -3.487066], [-2.217114, -3.739004, -4.728166], [-1.049291, -3.263918, -5.298176], [-0.327165, -2.295274, -4.602221], [1.760800, 0.255645, -3.336056], [-2.242503, -1.929701, -1.819401], [-3.571665, -3.661697, -3.058776], [-2.795993, -4.496826, -5.246369], [-0.710041, -3.627928, -6.260382], [-1.396086, -0.776647, 4.500023], [-0.283661, 0.253176, 4.272721], [-0.542806, 1.122404, 2.644803], [-1.918116, 2.278659, 3.113652], [-1.793849, 3.157539, 4.357505], [0.936445, 2.274316, 2.641523], [1.643477, 2.572533, 3.964513], [-1.254477, -1.325171, 5.435923], [-1.406277, -1.502416, 3.684512], [-2.381644, -0.297770, 4.536681], [0.669857, -0.271789, 4.170942], [-0.208590, 0.930133, 5.128122], [-2.815230, 1.652930, 3.185929], [-2.051557, 2.895223, 2.221978], [-1.637484, 2.565994, 5.265176], [-2.706303, 3.747417, 4.502278], [-0.962544, 3.861352, 4.262225], [0.592096, 3.196860, 2.162532], [1.659313, 1.823622, 1.954526], [0.971852, 2.998650, 4.712260], [2.460683, 3.284924, 3.803471], [2.080051, 1.665656, 4.388486], [5.861830, 6.242319, -2.340877], [5.602715, 4.526475, -1.551478], [6.636976, 3.969581, -0.816409], [6.524841, 2.773985, -0.238724], [5.360242, 2.126758, -0.370642], [4.281949, 2.611172, -1.099915], [4.414088, 3.844915, -1.719009], [3.001684, 1.787058, -1.274831], [2.444700, 1.911110, -2.393407], [2.668558, 1.077168, -0.299918], [7.574966, 4.500186, -0.689853], [5.273385, 1.166517, 0.125692], [3.599636, 4.225252, -2.322891]],
  "atomic_forces_ev_per_a": [[0.09, -1.47, -0.45], [-0.04, 0.04, -0.05], [-0.16, 0.10, -0.07], [0.43, -0.23, -0.02], [-0.08, -0.50, -0.01], [-0.36, -0.01, -0.08], [-0.07, 0.11, -0.16], [0.13, 0.27, 0.02], [0.28, 0.28, 0.01], [-0.04, 0.04, -0.01], [-0.01, -0.04, -0.07], [0.01, 0.07, 0.03], [-0.03, 0.04, 0.10], [-0.04, -0.05, -0.01], [0.06, 0.04, 0.00], [0.07, -0.11, 0.15], [0.08, 0.05, -0.02], [0.10, 0.03, 0.03], [0.06, -0.17, 0.12], [-0.10, -0.03, -0.06], [-0.11, 0.19, 0.05], [-1.10, 1.10, -0.24], [-0.04, 0.03, -0.05], [0.05, 0.03, 0.06], [-0.02, 0.00, -0.04], [-0.14, -0.01, -0.12], [-0.06, -0.05, -0.03], [0.07, 0.01, 0.00], [0.03, 0.03, 0.04], [-0.03, 0.08, 0.00], [-0.06, 0.00, 0.04], [-0.05, -0.09, 0.01], [-0.01, 0.01, 0.06], [0.03, -0.02, 0.00], [0.01, 0.01, 0.01], [-0.06, -0.06, 0.05], [0.05, 0.06, 0.03], [-0.22, -0.18, 0.00], [0.08, -0.06, -0.26], [0.11, 0.17, 0.01], [-0.02, 0.08, 0.15], [0.00, 0.02, 0.10], [0.05, -0.03, -0.05], [-0.04, -0.01, 0.05], [0.03, 0.08, 0.02], [-0.18, -0.17, 0.04], [0.01, -0.08, -0.14], [0.08, 0.03, -0.02], [0.05, 0.05, 0.03], [-0.01, 0.00, 0.01], [0.03, 0.08, -0.05], [-0.15, -0.09, -0.08], [0.06, -0.06, 1.06], [0.01, 0.02, -0.03], [-0.04, -0.02, -0.04], [-0.15, -0.09, 0.02], [0.06, 0.08, -0.08], [-0.01, 0.02, 0.00], [-0.01, 0.02, 0.01], [0.06, -0.03, 0.03], [0.00, -0.03, 0.05], [0.06, 0.01, 0.01], [0.01, 0.03, -0.02], [-0.05, -0.03, 0.01], [0.01, 0.06, -0.06], [0.05, -0.02, 0.02], [-0.06, -0.05, 0.02], [0.04, -0.04, -0.02], [0.03, 0.11, -0.01], [0.04, -0.03, -0.02], [-0.02, -0.04, 0.03], [-0.03, 0.05, 0.00], [-0.02, -0.01, 0.00], [0.07, 0.03, 0.04], [-0.10, -0.17, 0.06], [-0.15, 0.06, -0.05], [0.18, 0.11, 0.11], [-0.05, -0.03, -0.08], [-0.01, -0.02, -0.07], [-0.01, -0.07, -0.12], [0.16, -0.04, 0.47], [1.16, 0.49, -0.43], [-0.03, -0.02, -0.02], [-0.02, 0.04, -0.02], [0.04, 0.00, 0.02]],
  "lowdin_charge": [0.64, -0.05, -0.31, 0.01, -0.11, -1.18, 0.43, 0.79, -0.46, -0.28, -0.07, -0.12, -0.12, -0.09, -0.05, -0.12, -0.09, -0.15, -0.14, -0.04, -0.42, -0.33, 0.06, 0.07, 0.07, 0.06, 0.06, 0.10, 0.09, 0.09, 0.10, 0.10, 0.10, 0.07, 0.08, 0.10, 1.00, -0.41, 0.04, -0.30, 0.00, -0.09, -0.11, -0.11, -0.50, 0.06, 0.10, 0.10, 0.09, 0.09, -0.17, -0.44, 0.95, -0.40, -0.16, -0.39, -0.17, 0.06, 0.03, 0.05, 0.06, 0.05, 0.06, 0.06, 0.05, 0.06, 0.05, 0.08, 0.04, 0.04, 0.06, 0.06, 0.67, -0.67, -0.23, 0.05, -0.08, -0.10, -0.06, -0.65, -0.05, -0.15, 0.09, 0.12, 0.12],
  "total_charge": -2,
  "gap_ev": 5.34,
  "e_homo_ev": -1.74,
  "lumo_ev": 3.597,
  "total_energy_ha": -6510.67112,
  "relative_energy_ev": 0.336
}